[1]
{"formula": "CH2LiOTb", "method": "ωB97M-V/def2-TZVPD", "species": ["H", "O", "C", "Li", "Tb", "H"], "coordinates": [[-0.024, 0.082, 0.209], [-1.768, -1.214, -0.563], [-1.069, -0.236, -0.613], [3.052, -0.108, 0.201], [0.972, 1.003, 2.195], [-1.164, 0.473, -1.429]], "forces_ev_per_a": [[-1.86, -0.79, -1.08], [2.65, 2.69, 0.95], [-1.25, -2.51, 0.02], [0.70, -0.34, -0.57], [-0.57, 0.29, 0.72], [0.32, 0.65, -0.03]], "multiplicity": 7, "total_energy_ev": -25734.310, "max_force_ha_per_bohr": 0.0758, "charge": 2, "molar_mass_da": 195.9, "homo_energy_ev": [-18.206, -15.661], "e_above_lowest_kcal_mol": 10.8}

---

[2]
{"formula": "CH2N2O", "method": "ωB97M-V/def2-TZVPD", "species": ["C", "N", "N", "O", "H", "H"], "coordinates": [[-0.007, -0.332, 0.424], [-0.565, -0.421, -0.774], [-0.507, 0.835, 0.033], [0.975, -1.131, 2.122], [-0.006, -0.562, -1.612], [0.110, 1.612, -0.192]], "forces_ev_per_a": [[2.21, -1.35, 2.91], [-0.92, -0.43, -1.22], [-0.86, 1.20, 0.05], [-1.10, 0.91, -2.04], [0.35, -0.06, 0.23], [0.32, -0.26, 0.07]], "total_energy_ev": -6087.680, "max_force_ha_per_bohr": 0.0758, "molar_mass_da": 58.0, "homo_energy_ev": [-10.157, -10.207], "e_above_lowest_kcal_mol": 215.2}

---

[3]
{"formula": "CH2N2O", "method": "ωB97M-V/def2-TZVPD", "species": ["C", "N", "N", "O", "H", "H"], "coordinates": [[-0.713, -0.471, 0.118], [3.874, 0.301, 0.174], [3.065, -0.288, -0.273], [0.320, 0.265, -0.093], [-1.356, 0.109, 0.807], [1.050, -0.086, -0.635]], "forces_ev_per_a": [[-0.05, -1.30, -0.52], [-0.80, -0.67, -0.45], [1.05, 0.67, 0.45], [0.48, 1.51, 0.53], [0.15, 0.40, 0.00], [-0.83, -0.61, 0.00]], "total_energy_ev": -6094.735, "max_force_ha_per_bohr": 0.0324, "molar_mass_da": 58.0, "homo_energy_ev": -8.453, "e_above_lowest_kcal_mol": 52.5}